Formula: C10H14O2Si
Source: the Open Molecules 2025 dataset
Level of theory: ωB97M-V with the def2-TZVPD basis set

The total energy comes out at -829.47602 Eh. As for the SMILES: C[Si](C)(C)Oc1ccccc1C=O. The value obtained for the energy above the lowest of the compared OMol25 structures with the same formula, charge and spin is 38.2 kcal per mole. The calculation puts the HOMO energy at -0.337 Ha. As for the frontier orbital gap: 0.339 Ha.

Geometry as ORCA input:
```
! wB97M-V def2-TZVPD RIJCOSX def2/J DEFGRID3
* xyz 0 1
C -0.9814 0.7494 1.4968
Si -0.1550 1.6575 0.0692
C -1.5108 2.2774 -1.0502
C 0.8861 3.0684 0.8101
O 0.8215 0.6043 -0.8034
C 0.8298 -0.7179 -0.4733
C 1.9395 -1.2023 0.2401
C 2.0208 -2.5184 0.6190
C 0.9652 -3.3756 0.3341
C -0.1383 -2.9103 -0.3537
C -0.2398 -1.6036 -0.8026
C -1.3002 -1.2362 -1.7099
O -2.1514 -2.0002 -2.1044
H -1.5577 1.4908 2.0431
H -0.2568 0.3195 2.1598
H -1.6557 -0.0026 1.1267
H -1.7181 3.3483 -0.8165
H -2.3972 1.6792 -0.8675
H -1.1966 2.1873 -2.1093
H 1.0669 2.8301 1.8382
H 0.3668 3.9779 0.7047
H 1.8497 3.0885 0.3250
H 2.7518 -0.5319 0.4261
H 2.9081 -2.8431 1.1386
H 1.0449 -4.4405 0.5161
H -0.9186 -3.6241 -0.5621
H -1.2736 -0.2717 -2.1948
*
```

Formula: C10H14OSSi
Source: the Open Molecules 2025 dataset
Level of theory: ωB97M-V with the def2-TZVPD basis set

The total energy comes out at -1152.31349 Eh. As for the SMILES: C[Si](C)(C)[C@@H]1CC(=O)c2sccc21. The value obtained for the energy above the lowest of the compared OMol25 structures with the same formula, charge and spin is 24.0 kcal per mole. The calculation puts the HOMO energy at -0.321 Ha. As for the frontier orbital gap: 0.338 Ha.

Geometry as ORCA input:
```
! wB97M-V def2-TZVPD RIJCOSX def2/J DEFGRID3
* xyz 0 1
C -2.3209 1.6571 -0.0651
Si -1.3115 0.0369 -0.1696
C -2.4789 -1.4012 0.1248
C -0.4332 -0.0335 -1.8417
C 0.1732 -0.0091 1.2344
C 0.8501 1.6761 1.3698
C 1.9241 1.6476 0.2706
O 2.3702 2.5629 -0.3600
C 2.2377 0.2378 0.0371
S 3.5813 -0.5466 -0.6786
C 2.9170 -2.0618 -0.3159
C 1.7369 -1.9639 0.3772
C 1.3719 -0.6252 0.6216
H -3.1514 1.5555 -0.7227
H -2.5734 1.8914 1.0152
H -1.7213 2.5762 -0.4999
H -2.8893 -1.8902 -0.8389
H -2.2742 -2.1985 0.7502
H -3.4225 -0.8816 0.5004
H -0.9622 -0.1252 -2.8044
H 0.2489 0.9389 -1.9234
H 0.4602 -0.6744 -1.7508
H -0.2378 -0.3995 2.1268
H 1.4285 1.7751 2.2779
H 0.0059 2.3049 1.0181
H 3.1535 -3.1748 -0.4132
H 1.3172 -2.8748 0.6602
*
```

Formula: C10H14OSi
Source: the Open Molecules 2025 dataset
Level of theory: ωB97M-V with the def2-TZVPD basis set

The total energy comes out at -754.05119 Eh. The value obtained for the energy above the lowest of the compared OMol25 structures with the same formula, charge and spin is 77.9 kcal per mole. The calculation puts the HOMO energy at -0.319 Ha. As for the frontier orbital gap: 0.349 Ha.

Geometry as ORCA input:
```
! wB97M-V def2-TZVPD RIJCOSX def2/J DEFGRID3
* xyz 0 1
C -3.5020 0.5805 -0.2693
C -2.5932 0.4327 -1.3260
C -3.0796 0.2576 1.0352
C -1.2563 0.1620 -1.1696
C -1.7057 0.1044 1.1960
C -0.8157 0.0661 0.1572
C 2.7725 -1.3210 0.2029
C 1.6618 -2.2750 -0.1169
C 1.5791 -0.7888 -0.3802
C 0.6306 0.0654 0.3296
O 0.3319 2.5244 -1.1398
Si 1.0522 2.0078 0.2045
H -4.4933 0.6970 -0.4189
H -2.8826 0.5019 -2.3093
H -3.7579 0.1997 1.9087
H -0.6165 0.1336 -2.0260
H -1.4871 -0.0011 2.3654
H 3.0540 -1.1585 1.2473
H 3.7095 -1.5684 -0.4833
H 1.7251 -3.0998 -0.9472
H 0.9217 -2.5365 0.5967
H 1.7673 -0.2756 -1.4110
H 0.8478 -0.3154 1.8464
H -0.5202 2.8079 -1.1548
H 2.4066 2.5148 0.0205
H 0.4827 2.6619 1.2204
*
```

Formula: C10H14OSi
Source: the Open Molecules 2025 dataset
Level of theory: ωB97M-V with the def2-TZVPD basis set

The total energy comes out at -754.16982 Eh. As for the SMILES: CC[Si@]1(C)OCc2ccccc21. The value obtained for the energy above the lowest of the compared OMol25 structures with the same formula, charge and spin is 3.5 kcal per mole. The calculation puts the HOMO energy at -0.320 Ha. As for the frontier orbital gap: 0.350 Ha.

Geometry as ORCA input:
```
! wB97M-V def2-TZVPD RIJCOSX def2/J DEFGRID3
* xyz 0 1
C 2.7535 -0.0483 -1.5238
C 2.5041 1.0011 -0.4277
Si 0.8939 0.6771 0.4695
C 0.1621 2.3411 1.5698
O 1.1238 -0.6236 1.4844
C -0.0021 -1.4478 1.5633
C -1.0243 -1.0981 0.6124
C -2.2534 -1.7914 0.2912
C -2.9798 -1.3977 -0.7459
C -2.6584 -0.2377 -1.4873
C -1.4751 0.3896 -1.2152
C -0.6192 -0.0775 -0.2458
H 2.7678 -1.1581 -1.1070
H 1.8884 0.0453 -2.1706
H 3.8021 0.0331 -1.9875
H 2.4704 1.9753 -0.9284
H 3.4650 0.8824 0.2351
H 0.1831 1.9019 2.5682
H 0.8037 3.2189 1.4684
H -0.9110 2.4615 1.2209
H -0.3551 -1.4190 2.6583
H 0.2769 -2.4998 1.6716
H -2.5507 -2.5032 1.1240
H -3.7736 -1.9910 -1.0950
H -3.2737 0.1590 -2.2131
H -1.2187 1.2067 -1.7897
*
```

Formula: C10H15BrN2O2
Source: the Open Molecules 2025 dataset
Level of theory: ωB97M-V with the def2-TZVPD basis set

The total energy comes out at -3223.85240 Eh. As for the SMILES: CCOc1ccccc1N(NBr)OCC. The value obtained for the energy above the lowest of the compared OMol25 structures with the same formula, charge and spin is 97.5 kcal per mole. The calculation puts the HOMO energy at -0.304 Ha. As for the frontier orbital gap: 0.309 Ha.

Geometry as ORCA input:
```
! wB97M-V def2-TZVPD RIJCOSX def2/J DEFGRID3
* xyz 0 1
C 1.3311 1.1513 3.1067
C -0.0170 1.4761 2.4280
O -0.4036 0.8029 1.1960
C 0.1091 1.0783 -0.0075
C 1.0749 1.9848 -0.2999
C 1.5733 2.1754 -1.6049
C 0.8961 1.5359 -2.6802
C 0.0939 0.4332 -2.3573
C -0.3942 0.2468 -1.0538
N -1.3790 -0.7091 -0.9515
N -2.7010 -0.3729 -1.1567
Br -3.5657 0.9922 0.1568
O -1.2660 -1.5432 0.1871
C -0.0745 -2.3943 -0.0113
C -0.4096 -3.7047 -0.7647
H 1.4375 0.2739 3.7613
H 2.3128 1.0553 2.5899
H 1.6543 2.0198 3.6854
H 0.0014 2.5360 2.2030
H -0.8728 1.1867 2.9665
H 1.4598 2.7333 0.3964
H 2.3321 2.8376 -1.6428
H 1.1414 1.7587 -3.7036
H -0.5793 0.0312 -3.1093
H -3.2358 -1.2062 -0.8677
H 0.5930 -1.7122 -0.4695
H 0.1602 -2.5465 0.9780
H -1.1031 -4.2907 -0.1037
H -0.7283 -3.6431 -1.8258
H 0.5594 -4.1865 -1.0451
*
```

Formula: C10H15BrNO4PTi
Source: the Open Molecules 2025 dataset
Level of theory: ωB97M-V with the def2-TZVPD basis set

The total energy comes out at -4509.79385 Eh. As for the expectation value of S²: 0.868. The calculation puts the HOMO energy (alpha / beta) at -0.415 / -0.415 Ha. As for the frontier orbital gap (alpha / beta): 0.204 / 0.220 Ha.

Geometry as ORCA input:
```
! wB97M-V def2-TZVPD RIJCOSX def2/J DEFGRID3
* xyz 1 2
C 2.5832 -1.6379 0.0864
C 2.5014 -0.3121 0.6232
C 2.0095 0.9924 1.5409
C 1.1807 2.1215 0.6846
Br 2.3214 3.7493 0.3047
O 0.2477 2.6559 1.7406
C -0.8885 3.3123 1.0545
O -1.6813 4.2040 1.6542
O -0.9640 2.7711 -0.3261
C 0.0279 1.6749 -0.3976
O -0.5831 0.4775 0.1875
C -1.7092 -0.0351 -0.6017
C -1.4940 -1.5656 -1.1442
C -1.5144 -2.7312 0.0032
C -1.7160 -2.2077 1.5413
P 0.5984 1.7089 -2.2155
N 1.3418 0.3663 -2.7296
H 2.3355 -2.7155 -0.3636
H 1.3545 0.6783 2.4611
H 2.9869 1.5007 1.9507
H -1.9902 0.6228 -1.5452
H -2.6891 -0.0260 0.0790
H -2.3974 -1.8099 -1.8855
H -0.5058 -1.7105 -1.7975
H -2.3335 -3.5262 -0.2561
H -0.4709 -3.3027 -0.0252
H -0.7048 -1.7160 1.9319
H -1.9068 -3.1280 2.2770
H -2.6080 -1.4698 1.7096
H 1.5195 2.8239 -2.4203
H -0.5876 2.0252 -3.0218
H 1.3519 -0.2731 -1.9299
Ti 4.3843 -3.5177 0.8293
*
```

Formula: C10H15ClN
Source: the Open Molecules 2025 dataset
Level of theory: ωB97M-V with the def2-TZVPD basis set

The total energy comes out at -904.62930 Eh. The value obtained for the energy above the lowest of the compared OMol25 structures with the same formula, charge and spin is 55.9 kcal per mole. The calculation puts the HOMO energy (alpha / beta) at -0.451 / -0.451 Ha. As for the frontier orbital gap (alpha / beta): 0.310 / 0.310 Ha.

Geometry as ORCA input:
```
! wB97M-V def2-TZVPD RIJCOSX def2/J DEFGRID3
* xyz 1 1
C -3.3075 -1.2851 0.0418
C -2.6425 -1.1515 1.2250
C -2.7720 -0.7997 -1.1087
C -1.3511 -0.6194 1.2365
C -1.4543 -0.2983 -1.0963
C -0.6992 -0.3081 0.0533
C 0.7926 1.5142 1.0869
C 1.7732 1.7320 -1.6961
C 1.8517 -1.4266 1.3016
C 0.6342 0.3169 0.2599
N 1.5031 0.4023 -0.9624
Cl 3.4524 -1.1571 0.5881
H -4.3211 -1.6117 0.0696
H -3.1222 -1.6080 2.0609
H -3.2190 -0.8261 -2.0933
H -0.9172 -0.5950 2.2338
H -1.1919 -0.0405 -2.1189
H -0.0192 1.6756 1.7300
H 1.7594 1.5155 1.5662
H 0.8300 2.3374 0.2983
H 2.5321 2.3873 -1.1076
H 2.1379 1.3517 -2.7039
H 0.8314 2.2634 -1.8019
H 1.3267 -2.3426 0.9463
H 1.9421 -1.2368 2.4135
H 1.1849 -0.2580 -1.7454
H 2.4657 0.0683 -0.6773
*
```

Formula: C10H15ClSSi
Source: the Open Molecules 2025 dataset
Level of theory: ωB97M-V with the def2-TZVPD basis set

The total energy comes out at -1537.91950 Eh. The value obtained for the energy above the lowest of the compared OMol25 structures with the same formula, charge and spin is 0.0 kcal per mole. The calculation puts the HOMO energy at -0.279 Ha. As for the frontier orbital gap: 0.292 Ha.

Geometry as ORCA input:
```
! wB97M-V def2-TZVPD RIJCOSX def2/J DEFGRID3
* xyz 0 1
C -3.5519 -3.0053 -0.2435
C -2.4249 -3.0872 0.5568
C -4.0059 -1.7705 -0.6765
C -1.7377 -1.9399 0.9118
C -3.3287 -0.6184 -0.3210
C -2.1884 -0.7122 0.4601
C -0.0199 3.5004 -0.7410
C 2.6988 -0.4722 1.6287
C 0.8580 2.3414 -1.2010
C 2.5036 -0.8227 0.1877
Si 0.1955 0.6281 -0.6963
S -1.2824 0.7692 0.8710
Cl -0.6236 -0.3580 -2.2831
H -4.0748 -3.9056 -0.5325
H -2.0736 -4.0480 0.9035
H -4.8874 -1.7047 -1.2967
H -0.8504 -1.9917 1.5247
H -3.6719 0.3487 -0.6562
H -1.0233 3.4197 -1.1545
H -0.0993 3.5107 0.3435
H 0.4059 4.4477 -1.0653
H 2.9390 0.5811 1.7458
H 1.8061 -0.6901 2.2109
H 3.5217 -1.0556 2.0550
H 1.8622 2.4683 -0.7985
H 0.9550 2.3628 -2.2880
H 2.1938 -1.8375 -0.0091
H 3.2492 -0.4502 -0.4966
*
```

Formula: C10H15N
Source: the Open Molecules 2025 dataset
Level of theory: ωB97M-V with the def2-TZVPD basis set

The total energy comes out at -444.59101 Eh. As for the SMILES: C/C=C/CNC.C#CCC#C. The value obtained for the energy above the lowest of the compared OMol25 structures with the same formula, charge and spin is 118.0 kcal per mole. The calculation puts the HOMO energy at -0.329 Ha. As for the frontier orbital gap: 0.360 Ha.

Geometry as ORCA input:
```
! wB97M-V def2-TZVPD RIJCOSX def2/J DEFGRID3
* xyz 0 1
C -3.3712 -2.1920 0.2779
C -2.2020 -1.3481 -0.1223
C -2.1919 0.0009 -0.0764
C -1.0365 0.7484 -0.6817
N -0.4963 1.7223 0.2260
C -1.3107 2.9462 0.2134
H -3.0242 -2.9598 1.0000
H -4.1565 -1.6291 0.7928
H -3.8028 -2.8489 -0.4839
H -1.3147 -1.8046 -0.6165
H -3.1254 0.4656 0.2968
H -1.3779 1.1876 -1.6456
H -0.2486 -0.0202 -0.8520
H 0.4304 1.9785 -0.1367
H -0.8697 3.7261 -0.4477
H -2.3451 2.7275 -0.1146
H -1.3712 3.3406 1.2543
C 5.7717 0.1809 -0.3205
C 4.6593 -0.0582 0.0783
C 3.3078 -0.2545 0.6027
C 2.5148 -1.4257 0.1870
C 1.6856 -2.2222 -0.1927
H 6.7778 0.3251 -0.7389
H 2.7301 0.6390 0.3148
H 3.3737 -0.2453 1.6946
H 0.9935 -2.9800 -0.5092
*
```

Formula: C10H15N2O
Source: the Open Molecules 2025 dataset
Level of theory: ωB97M-V with the def2-TZVPD basis set

The total energy comes out at -574.50027 Eh. As for the SMILES: CN(C=[N+](C)C)c1ccccc1O. The value obtained for the energy above the lowest of the compared OMol25 structures with the same formula, charge and spin is 13.0 kcal per mole. The calculation puts the HOMO energy at -0.451 Ha. As for the frontier orbital gap: 0.338 Ha.

Geometry as ORCA input:
```
! wB97M-V def2-TZVPD RIJCOSX def2/J DEFGRID3
* xyz 1 1
C -0.3298 1.2256 2.3600
N -0.1877 0.8951 0.9638
C -0.0511 1.8091 -0.0018
N 0.4124 1.6437 -1.2155
C 0.8851 0.4470 -1.8222
C 0.1992 2.7473 -2.1930
C -0.3479 -0.5720 0.6502
C -1.4692 -1.0232 0.0604
C -1.6654 -2.3526 -0.0724
C -0.6838 -3.3216 0.2860
C 0.5271 -2.8021 0.8174
C 0.6565 -1.4140 1.0578
O 1.7793 -0.9549 1.6366
H -1.3612 1.5702 2.7297
H 0.1194 0.4097 3.0981
H 0.2268 2.0582 2.5977
H -0.2419 2.7452 0.3338
H 1.5418 -0.2298 -1.0698
H 0.0995 -0.1478 -2.2575
H 1.5213 0.8628 -2.5576
H -0.5943 2.4765 -2.9222
H -0.1844 3.7897 -1.9034
H 1.1634 2.9515 -2.6527
H -2.1815 -0.4520 -0.4389
H -2.6390 -2.8012 -0.5123
H -0.7770 -4.2966 0.0443
H 1.2556 -3.5055 1.2220
H 2.3270 -1.7585 1.7614
*
```

Formula: C10H15N2O2P
Source: the Open Molecules 2025 dataset
Level of theory: ωB97M-V with the def2-TZVPD basis set

The total energy comes out at -991.22491 Eh. The value obtained for the energy above the lowest of the compared OMol25 structures with the same formula, charge and spin is 113.9 kcal per mole. The calculation puts the HOMO energy (alpha / beta) at -0.292 / -0.284 Ha. As for the frontier orbital gap (alpha / beta): 0.283 / 0.234 Ha.

Geometry as ORCA input:
```
! wB97M-V def2-TZVPD RIJCOSX def2/J DEFGRID3
* xyz 0 1
C -4.5634 -0.8535 0.2131
C -4.4808 -0.3051 -1.0603
C -3.4859 -0.9250 1.0538
C -3.3322 0.3858 -1.4092
C -2.2637 -0.3481 0.6772
C -2.2092 0.3390 -0.5337
C 2.5692 -2.2091 0.0259
C 2.7892 -1.3940 -1.2537
C 1.2570 2.4239 -0.0715
C 2.9043 1.4968 1.5295
N -1.1634 0.9492 -1.0352
N 1.9411 1.2767 0.4543
O 2.0246 -1.2240 0.9453
O 1.5363 -0.6667 -1.3107
P 1.0471 -0.1255 0.1830
H -5.3877 -1.5288 0.3929
H -5.3280 -0.4394 -1.6641
H -3.6238 -1.4184 2.0732
H -3.2724 0.7230 -2.4218
H -1.5064 -0.3195 1.3700
H 1.8656 -3.1153 -0.2625
H 3.5779 -2.5421 0.3496
H 3.6828 -0.7102 -1.1291
H 2.6085 -1.9288 -2.1629
H 0.2172 2.0324 -0.5912
H 1.1988 3.1085 0.8551
H 1.8621 2.9383 -0.8833
H 3.7259 2.1199 1.3590
H 2.4560 1.7031 2.5680
H 3.3535 0.5569 1.7395
*
```

Formula: C10H15N2O2S
Source: the Open Molecules 2025 dataset
Level of theory: ωB97M-V with the def2-TZVPD basis set

The total energy comes out at -1047.65522 Eh. As for the expectation value of S²: 2.010. The calculation puts the HOMO energy (alpha / beta) at -0.309 / -0.476 Ha. As for the frontier orbital gap (alpha / beta): 0.216 / 0.221 Ha.

Geometry as ORCA input:
```
! wB97M-V def2-TZVPD RIJCOSX def2/J DEFGRID3
* xyz 1 3
C -0.9530 1.0104 -1.3779
C -1.9076 0.1042 -1.1949
C 0.2268 0.2703 -0.0598
C -3.1472 0.4389 -2.0054
C -1.7405 -0.9783 -0.2405
C 2.5567 -1.6177 0.4558
C 3.5903 -0.5035 0.9201
C -2.8290 1.8096 -2.6421
C 2.1295 -0.2908 1.1720
C 1.7393 -0.3548 2.6053
N -0.4931 -0.6793 0.4178
N 1.4500 0.6186 0.3428
O -0.8143 3.6247 -1.8744
O 0.6317 -1.2911 2.7188
S -1.0205 2.3942 -2.5447
H -3.3898 -0.3066 -2.7669
H -4.1065 0.3101 -1.4545
H -2.6330 -0.9957 0.5072
H -1.9653 -2.0280 -0.6322
H 2.3687 -1.4703 -0.5509
H 2.4661 -2.6858 0.8887
H 4.1379 -0.9153 1.7419
H 4.2314 0.0797 0.3184
H -3.0245 1.9906 -3.6602
H -3.4484 2.6512 -2.2577
H 1.2473 0.5889 2.8766
H 2.6215 -0.7966 3.2423
H -0.2006 -1.1214 1.2790
H 1.8338 1.5428 0.0788
H 0.4423 -1.3992 3.6967
*
```

Q: Number 2 is which compound?
A: C10H14OSSi